Record 1
DFT (ωB97M-V/def2-TZVPD) results for 12 unconnected molecules or ions with the total composition C44H67N12O7 at a distorted geometry.

## Properties
Lowest unoccupied orbital energy = -4.898 eV
Charge = +1
Calculated total energy = -2898.95121 hartree

Last column: Löwdin charge in e.
Element x y z (Å)
C (1.44, -2.43, 0.38)  0.057
C (1.74, -0.88, 0.43)  -0.345
C (1.72, -0.44, -1.13)  -0.116
C (0.32, -0.22, -1.62)  -0.151
C (-0.50, 0.77, -0.69)  -0.118
C (-0.61, 0.44, 0.79)  -0.412
N (0.70, -0.11, 1.20)  0.113
O (1.09, 0.26, 2.43)  0.130
C (-1.62, -0.85, 0.88)  0.042
C (-1.03, 1.66, 1.51)  0.007
C (3.16, -0.68, 0.95)  0.014
H (2.34, -2.72, 0.05)  0.055
H (0.59, -2.70, -0.32)  0.098
H (1.11, -2.62, 1.32)  0.042
H (2.46, -1.15, -1.61)  0.122
H (2.26, 0.62, -1.14)  0.124
H (-0.20, -1.20, -1.78)  0.085
H (0.26, 0.26, -2.85)  0.173
H (-1.60, 0.86, -0.94)  0.144
H (-0.25, 1.75, -0.85)  0.063
H (-1.74, -1.65, 1.69)  0.098
H (-1.62, -1.77, 0.18)  0.095
H (-2.55, -0.51, 0.82)  -0.006
H (-1.77, 2.07, 0.94)  0.037
H (-0.17, 2.37, 1.86)  0.139
H (-1.50, 1.19, 2.35)  0.084
H (3.11, -1.36, 1.77)  0.101
H (3.39, 0.27, 1.10)  0.039
H (3.84, -1.10, 0.58)  -0.010
N (5.18, -1.52, -3.23)  -0.064
C (4.53, -2.71, -2.89)  -0.128
C (5.59, -3.67, -2.26)  -0.030
C (6.89, -2.82, -2.40)  -0.075
C (6.57, -1.54, -3.10)  -0.102
H (4.65, -0.60, -3.55)  0.175
H (3.61, -2.84, -3.32)  0.049
H (5.42, -4.71, -1.85)  0.080
H (7.87, -3.07, -2.02)  0.062
H (7.22, -0.79, -3.32)  0.053
N (4.46, 2.62, 0.23)  -0.023
C (3.43, 3.42, -0.12)  -0.114
C (3.12, 3.28, -1.68)  -0.037
C (4.02, 2.09, -1.98)  -0.179
C (4.91, 1.83, -0.87)  -0.140
H (4.82, 2.45, 1.25)  0.138
H (2.99, 4.16, 0.46)  0.037
H (2.19, 3.72, -2.39)  0.125
H (3.92, 1.56, -2.94)  0.063
H (5.79, 1.04, -0.71)  0.144
N (-1.94, -6.54, -1.58)  -0.086
C (-1.75, -6.23, -0.19)  -0.075
C (-1.78, -4.68, -0.12)  -0.055
C (-1.75, -4.18, -1.57)  -0.064
C (-1.88, -5.42, -2.51)  -0.071
H (-1.90, -7.61, -1.99)  0.210
H (-1.84, -6.98, 0.57)  0.076
H (-1.75, -4.23, 0.76)  -0.026
H (-1.93, -3.23, -1.99)  0.008
H (-2.13, -5.62, -3.54)  0.080
N (5.81, 2.43, 3.11)  -0.082
C (4.61, 2.15, 3.62)  -0.114
C (4.61, 0.66, 3.79)  -0.114
C (5.78, 0.13, 3.27)  -0.098
C (6.66, 1.32, 2.85)  -0.058
H (5.88, 3.38, 2.71)  0.160
H (3.78, 2.69, 3.71)  0.026
H (3.80, 0.09, 4.27)  0.092
H (6.15, -0.99, 3.29)  0.125
H (7.65, 1.64, 2.40)  0.113
N (-0.70, -2.89, 4.05)  -0.066
C (-0.37, -4.06, 3.53)  -0.138
C (1.07, -4.26, 3.90)  -0.006
C (1.65, -2.84, 4.43)  0.048
C (0.28, -2.05, 4.49)  -0.083
H (-1.62, -2.50, 4.07)  0.066
H (-0.94, -5.00, 3.19)  0.134
H (1.63, -5.00, 3.65)  -0.017
H (2.42, -2.48, 4.91)  -0.019
H (0.01, -1.10, 4.93)  0.094
N (-6.84, -0.15, 0.68)  -0.119
C (-6.31, -0.93, -0.28)  -0.174
C (-5.07, -0.29, -0.71)  -0.093
C (-4.89, 1.07, 0.03)  -0.023
C (-6.18, 1.00, 0.99)  -0.139
H (-7.84, -0.42, 1.20)  0.240
H (-6.71, -2.01, -0.17)  0.136
H (-4.26, -0.66, -1.47)  0.094
H (-4.24, 1.90, -0.15)  0.025
H (-6.61, 1.79, 1.72)  0.123
N (-1.96, 2.80, -5.60)  -0.047
C (-2.08, 3.35, -4.36)  -0.098
C (-0.76, 3.04, -3.59)  -0.041
C (0.01, 2.26, -4.56)  -0.060
C (-0.74, 2.15, -5.93)  0.024
H (-2.76, 2.97, -6.16)  0.134
H (-2.95, 3.97, -4.26)  0.094
H (-0.55, 3.26, -2.49)  0.081
H (0.90, 2.05, -4.47)  -0.033
H (-0.55, 1.79, -6.76)  0.005
N (-2.60, -0.10, -4.39)  -0.020
C (-4.02, -0.25, -4.15)  -0.138
C (-4.46, -1.67, -4.28)  -0.091
C (-3.22, -2.37, -4.38)  -0.086
C (-2.01, -1.37, -4.59)  -0.053
H (-2.18, 0.92, -4.42)  0.112
H (-4.65, 0.69, -3.98)  0.110
H (-5.40, -2.12, -4.15)  0.064
H (-2.97, -3.39, -4.16)  0.032
H (-1.02, -1.51, -4.76)  0.039
C (-5.17, -1.02, 3.59)  0.035
N (-3.90, -0.55, 4.15)  -0.402
O (-3.10, -1.45, 4.36)  0.040
O (-3.78, 0.65, 4.25)  0.104
H (-5.76, -1.67, 4.24)  0.121
H (-5.09, -1.37, 2.56)  0.100
H (-5.70, -0.17, 3.37)  0.030
C (-3.83, 5.45, 0.34)  0.028
N (-2.42, 4.99, 0.24)  -0.431
O (-1.61, 5.33, 1.13)  0.031
O (-2.22, 4.05, -0.50)  0.031
H (-3.94, 6.03, 1.36)  0.128
H (-4.50, 4.41, 0.54)  0.165
H (-3.98, 6.13, -0.49)  0.084
C (0.63, 5.11, 4.13)  0.061
N (1.41, 4.05, 3.51)  -0.357
O (1.40, 2.83, 3.78)  0.042
O (1.93, 4.52, 2.49)  0.045
H (-0.36, 4.94, 3.92)  0.086
H (0.92, 5.96, 3.78)  0.035
H (0.88, 5.35, 5.17)  0.125

---

Record 2
DFT (ωB97M-V/def2-TZVPD) results for a molecular structure, C41H49BBr4N11O3SiY.

## Properties
Spin multiplicity = 2
Lowest unoccupied orbital energy (spin up / spin down) = 2.302 / 1.364 eV
Expectation value of S² = 0.77
Charge = -1
Calculated total energy = -13068.95732 hartree

Last column: Löwdin spin population.
Element x y z (Å)
Y (-1.04, -0.38, -0.35)  0.000
C (0.03, 3.20, 0.88)  0.000
C (-0.77, 2.39, 1.84)  0.000
C (-1.37, 2.78, 3.04)  0.000
C (-1.91, 1.63, 3.56)  0.000
N (-1.63, 0.62, 2.72)  0.000
N (-0.94, 1.09, 1.65)  0.000
B (-2.00, -0.88, 2.95)  0.000
N (-0.78, -1.79, 2.61)  0.000
C (-0.50, -2.99, 3.14)  0.000
C (0.54, -3.55, 2.44)  0.000
C (0.84, -2.62, 1.43)  0.000
C (1.86, -2.69, 0.35)  0.001
N (0.03, -1.57, 1.54)  0.000
N (-3.20, -1.30, 2.09)  0.000
C (-4.25, -2.09, 2.37)  0.000
C (-4.86, -2.46, 1.19)  0.000
C (-4.09, -1.85, 0.19)  0.000
C (-4.27, -1.91, -1.29)  0.000
N (-3.10, -1.15, 0.74)  0.000
N (-2.29, -1.04, 4.44)  0.000
C (-1.36, -1.05, 5.43)  0.000
C (-2.01, -0.86, 6.63)  0.000
C (-3.37, -0.73, 6.27)  0.000
C (-4.55, -0.50, 7.16)  0.000
N (-3.52, -0.82, 4.96)  0.000
H (-0.10, 4.26, 1.06)  0.000
H (-0.29, 2.98, -0.14)  0.000
H (1.09, 2.96, 0.97)  0.000
H (-1.40, 3.77, 3.47)  0.000
H (-2.46, 1.45, 4.47)  0.000
H (-1.06, -3.36, 3.98)  0.000
H (1.01, -4.50, 2.61)  0.000
H (2.16, -3.73, 0.19)  0.000
H (2.74, -2.10, 0.60)  0.000
H (1.45, -2.32, -0.59)  0.000
H (-4.49, -2.31, 3.39)  0.000
H (-5.73, -3.07, 1.07)  0.000
H (-5.21, -1.45, -1.59)  0.000
H (-4.26, -2.95, -1.63)  0.000
H (-3.46, -1.40, -1.81)  0.000
H (-0.32, -1.17, 5.20)  0.000
H (-1.57, -0.84, 7.61)  0.000
H (-4.47, -1.08, 8.08)  0.000
H (-5.46, -0.79, 6.65)  0.000
H (-4.64, 0.55, 7.44)  0.000
Br (-0.70, -3.25, -6.90)  0.000
C (-0.85, -3.08, -5.02)  0.000
C (-1.35, -4.11, -4.25)  0.000
Br (-1.92, -5.73, -5.06)  0.000
C (-1.45, -3.96, -2.86)  0.000
Br (-2.19, -5.30, -1.75)  0.000
C (-1.04, -2.80, -2.22)  0.000
O (-1.16, -2.58, -0.95)  0.000
C (-0.48, -1.74, -3.02)  0.000
O (-0.09, -0.67, -2.37)  0.000
C (-0.44, -1.89, -4.39)  0.000
Br (0.22, -0.41, -5.38)  0.000
C (4.61, -2.59, -4.22)  0.043
C (5.50, -2.26, -3.21)  -0.003
C (5.14, -1.39, -2.20)  0.039
C (3.86, -0.83, -2.20)  -0.001
C (2.95, -1.17, -3.20)  0.039
C (3.34, -2.05, -4.21)  -0.004
N (3.47, 0.05, -1.16)  0.293
N (4.36, 0.25, -0.20)  0.341
C (3.92, 0.80, 0.99)  0.026
C (4.89, 1.39, 1.81)  0.044
C (4.52, 1.88, 3.04)  0.003
C (3.19, 1.74, 3.44)  0.054
C (2.31, 1.12, 2.58)  -0.002
N (2.64, 0.67, 1.37)  0.056
H (4.91, -3.27, -5.01)  0.003
H (6.50, -2.68, -3.21)  -0.001
H (5.83, -1.14, -1.41)  0.005
H (1.94, -0.80, -3.21)  0.002
H (2.61, -2.30, -4.97)  -0.001
H (5.91, 1.44, 1.45)  0.003
H (5.25, 2.35, 3.68)  -0.001
H (2.84, 2.10, 4.40)  0.004
H (1.27, 0.97, 2.86)  -0.001
C (4.38, 2.32, -3.36)  0.000
Si (3.06, 2.68, -2.08)  0.014
C (3.80, 3.71, -0.71)  0.006
C (1.60, 3.55, -2.85)  0.003
C (2.40, 1.02, -1.42)  0.027
H (4.78, 3.25, -3.77)  0.000
H (3.99, 1.72, -4.18)  0.000
H (5.21, 1.77, -2.91)  0.001
H (4.10, 4.68, -1.10)  0.001
H (4.69, 3.23, -0.29)  0.001
H (3.11, 3.88, 0.11)  0.000
H (1.88, 4.53, -3.24)  0.001
H (0.80, 3.70, -2.13)  0.000
H (1.19, 2.96, -3.68)  0.000
H (1.70, 0.61, -2.13)  0.000
H (1.86, 1.16, -0.48)  0.006
C (-3.03, 1.52, -3.21)  0.000
C (-2.85, 2.08, -1.80)  0.000
C (-2.42, 3.54, -1.88)  0.000
C (-4.15, 1.97, -1.00)  0.000
O (-1.86, 1.33, -1.15)  0.000
H (-3.81, 2.06, -3.76)  0.000
H (-3.32, 0.47, -3.17)  0.000
H (-2.10, 1.59, -3.77)  0.000
H (-3.17, 4.15, -2.39)  0.000
H (-1.48, 3.63, -2.43)  0.000
H (-2.28, 3.95, -0.88)  0.000
H (-4.96, 2.52, -1.49)  0.000
H (-4.01, 2.36, 0.00)  0.000
H (-4.45, 0.92, -0.92)  0.000

---

Record 3
DFT (ωB97M-V/def2-TZVPD) results for 4 unconnected molecules or ions with the total composition C3H13O4 at a distorted geometry.

## Properties
Lowest unoccupied orbital energy = 3.648 eV
Charge = -1
Calculated total energy = -423.07267 hartree

Last column: Löwdin charge in e.
Element x y z (Å)
C (0.67, 0.08, -0.35)  -0.337
O (1.06, 0.23, 0.99)  -0.308
C (0.03, -1.31, -0.43)  -0.250
C (-0.57, -1.61, -1.81)  -0.123
H (1.54, 0.11, -1.02)  0.104
H (0.04, 0.95, -0.63)  0.074
H (-0.77, -1.27, 0.31)  0.093
H (0.72, -2.00, 0.04)  0.105
H (-1.49, -1.05, -1.90)  0.061
H (-0.81, -2.68, -1.84)  0.056
H (0.13, -1.41, -2.62)  0.062
H (1.73, 1.32, 1.92)  -0.017
H (0.75, 1.53, 3.07)  -0.027
O (1.61, 1.86, 2.76)  -0.168
H (-0.95, 1.20, -2.42)  0.008
H (-0.79, 2.16, -1.30)  0.013
O (-1.30, 2.03, -2.11)  -0.074
H (-0.81, -0.57, 3.04)  -0.018
H (-0.01, 0.16, 1.74)  -0.025
O (-0.75, 0.27, 2.58)  -0.232

---

Energy relative to the best compared isomer or geometry (same formula, charge and spin) (computed, kcal per mole): 106.03; 9.14; 14.76